{"formula": "C24H23NO3", "method": "ωB97M-V/def2-TZVPD", "smiles": "O=C(COC(=O)CCc1ccccc1)NC(c1ccccc1)c1ccccc1", "gap_ha": 0.3600, "max_force_ev_per_a": 0.7, "e_lumo_ev": 0.74, "de_lowest_kcal_mol": 4.6, "elements": ["O", "C", "N", "H", "C", "C", "C", "C", "C", "C", "C", "H", "H", "H", "H", "H", "C", "C", "C", "C", "C", "C", "H", "H", "H", "H", "H", "H", "C", "H", "H", "O", "C", "O", "C", "H", "H", "C", "C", "C", "C", "C", "C", "C", "H", "H", "H", "H", "H", "H", "H"], "coordinates": [[2.8707, 2.3442, -1.1642], [2.5844, 1.7660, -0.1395], [2.3542, 0.4463, -0.0438], [2.0670, 0.0551, 0.8462], [2.1989, -0.4070, -1.2096], [3.0993, -1.6203, -1.1581], [4.1320, -1.7301, -0.2384], [4.9412, -2.8536, -0.2255], [4.7285, -3.8766, -1.1322], [3.7041, -3.7693, -2.0584], [2.8952, -2.6485, -2.0716], [2.0952, -2.5661, -2.7934], [3.5350, -4.5616, -2.7727], [5.3596, -4.7527, -1.1201], [5.7413, -2.9279, 0.4964], [4.3117, -0.9321, 0.4666], [0.7373, -0.7931, -1.3077], [-0.1091, -0.1505, -2.2004], [-1.4563, -0.4680, -2.2396], [-1.9689, -1.4284, -1.3845], [-1.1298, -2.0686, -0.4865], [0.2161, -1.7502, -0.4447], [0.8691, -2.2495, 0.2566], [-1.5245, -2.8166, 0.1855], [-3.0203, -1.6727, -1.4142], [-2.1080, 0.0373, -2.9367], [0.2897, 0.6026, -2.8645], [2.4783, 0.2113, -2.0727], [2.4316, 2.5017, 1.2054], [2.8066, 3.5204, 1.1049], [2.9589, 1.9663, 2.0018], [1.0477, 2.6243, 1.5355], [0.4421, 1.5908, 2.1177], [1.0084, 0.5733, 2.4413], [-1.0380, 1.8255, 2.2393], [-1.2385, 2.8693, 2.4773], [-1.4434, 1.1781, 3.0166], [-1.6654, 1.4661, 0.8766], [-3.1633, 1.5410, 0.9442], [-3.9100, 0.4087, 1.2419], [-5.2892, 0.4772, 1.3260], [-5.9383, 1.6820, 1.1166], [-5.2016, 2.8166, 0.8219], [-3.8224, 2.7456, 0.7374], [-3.2504, 3.6320, 0.5028], [-5.7031, 3.7588, 0.6559], [-7.0149, 1.7364, 1.1813], [-5.8595, -0.4113, 1.5549], [-3.4038, -0.5323, 1.4031], [-1.3599, 0.4541, 0.6048], [-1.2852, 2.1561, 0.1207]]}